# 1
This record from the OMol25 dataset describes 2 unconnected molecules or ions with the total composition C2H3N3O2 in a non-equilibrium geometry. The level of theory is ωB97M-V/def2-TZVPD.

The calculation puts the energy above the lowest of the compared OMol25 structures with the same formula, charge and spin at 9.362 eV. The value obtained for the maximum force is 13.51 eV/A. The total energy is -10679.0951 eV. As for the charge: 0.

```
10
C2H3N3O2 ωB97M-V/def2-TZVPD
C 0.0275 0.0557 0.2250
C -1.0789 -0.2451 -0.5013
H 0.8216 -0.5538 -2.4874
H 2.1303 0.3202 -0.3412
H -0.9818 -0.0044 3.1985
N 1.0361 0.1538 -0.6156
N 0.0274 0.6724 1.4310
N -1.9235 -0.2382 -1.4292
O 1.2842 -0.8611 -1.4978
O -1.3429 0.7005 2.0180
```

# 2
This record from the OMol25 dataset describes a gas-phase ion, C7H19N6OS (charge +1) in a non-equilibrium geometry. The level of theory is ωB97M-V/def2-TZVPD.

The calculation puts the energy above the lowest of the compared OMol25 structures with the same formula, charge and spin at 1.975 eV. The value obtained for the maximum force is 6.60 eV/A. The total energy is -29380.3704 eV. As for the charge: +1.

```
34
C7H19N6OS ωB97M-V/def2-TZVPD
C 1.9196 2.4143 0.8451
C -1.1043 0.7000 -0.3431
C -2.6696 2.3496 0.1838
C 1.2243 -2.4285 -2.3341
C -2.2444 -2.3422 0.8887
C 2.0266 0.9820 0.2812
C 0.8804 0.0387 0.7947
N 3.0311 3.1882 0.6607
N -1.3251 1.8494 0.2831
N 0.8084 -2.5118 -0.9258
N -0.8024 -2.5420 0.5672
N -0.1046 -0.2025 -0.1855
N -0.3803 -1.8381 -0.5056
O 0.9086 2.9572 1.2751
S -2.1788 0.0731 -1.5920
H -2.9118 2.9995 1.1015
H -2.8095 2.9299 -0.7573
H -3.3198 1.5163 0.0340
H 2.1482 -2.9725 -2.5208
H 0.4423 -2.8828 -2.9085
H 1.3366 -1.3643 -2.5668
H -2.9172 -2.6811 0.1994
H -2.5808 -2.8719 1.8670
H -2.5354 -1.3177 1.1929
H 3.0376 0.5157 0.5270
H 1.9152 0.9994 -0.7646
H 1.4146 -0.8675 1.0924
H 0.3729 0.4942 1.7861
H 3.9693 2.6419 0.5929
H 3.0104 4.0080 1.1175
H -0.5155 2.3389 0.7983
H 1.4848 -2.4779 -0.1707
H -0.2503 -2.6937 1.4210
H -1.2810 -1.0021 -1.9349
```

# 3
This record from the OMol25 dataset describes a molecular structure, H15Na2O8. The level of theory is ωB97M-V/def2-TZVPD.

The calculation puts the energy above the lowest of the compared OMol25 structures with the same formula, charge and spin at 2.510 eV. The value obtained for the maximum force is 0.81 eV/A. The total energy is -25450.0289 eV. As for the charge: +1.

```
25
H15Na2O8 ωB97M-V/def2-TZVPD
Na -1.9274 1.9590 3.8530
Na -1.0910 0.1011 -2.4653
O -0.4441 0.7468 1.0713
H -0.0069 -0.0965 1.2999
O 2.9646 0.8131 2.0183
H 2.9545 0.2006 2.7537
H 2.0481 0.8823 1.7510
O -1.4872 -2.4971 -0.1651
H -1.4506 -1.8895 0.5737
H -1.3166 -3.3559 0.2218
O -2.8036 3.4083 -0.7290
H -2.2871 2.7750 -0.2305
H -3.3036 3.8849 -0.0663
O 2.3472 -3.8011 -0.6955
H 2.1629 -3.6953 0.2377
H 2.3192 -4.7469 -0.8400
O 1.8243 3.2437 -1.0300
H 1.0570 2.8055 -0.6619
H 2.5443 2.9935 -0.4509
O -4.2904 -0.0028 0.5098
H -3.3989 0.3220 0.6363
H -4.2516 -0.9208 0.7779
O 2.2904 -0.9022 -2.9601
H 3.1981 -0.7952 -3.2443
H 2.3487 -1.4326 -2.1654
```

# 4
This record from the OMol25 dataset describes C22H32O4 in the gas phase. The level of theory is ωB97M-V/def2-TZVPD.

The calculation puts the energy above the lowest of the compared OMol25 structures with the same formula, charge and spin at 2.118 eV. The SMILES is CC#CC[C@H](C)[C@H](O)/C=C/[C@@H]1[C@H]2C/C(=C/CCCC(=O)O)C[C@H]2C[C@H]1O. The value obtained for the maximum force is 0.74 eV/A. The total energy is -31522.0325 eV. As for the charge: 0.

```
58
C22H32O4 ωB97M-V/def2-TZVPD
C -0.0467 1.8734 -4.2683
C 0.5417 2.7088 -3.2428
C 1.0397 3.3938 -2.3927
C 1.6157 4.2121 -1.3425
C 3.1538 4.1484 -1.2785
C 3.7807 4.8440 -2.4832
C 3.6738 2.6895 -1.1616
O 3.6732 2.0149 -2.3928
C 2.9009 1.9675 -0.0878
C 2.1724 0.8834 -0.2917
C 1.3329 0.2126 0.7456
C 1.5542 -1.3102 0.7437
C 1.2398 -1.9767 2.0961
C -0.0942 -2.6514 1.9161
C -0.9982 -2.8203 2.8720
C -2.3100 -3.5311 2.7383
C -3.5032 -2.6449 3.1140
C -3.8064 -1.5572 2.0709
C -4.2210 -2.1827 0.7689
O -3.4939 -2.4441 -0.1549
O -5.5305 -2.4581 0.7382
C -0.1943 -3.0270 0.4685
C 0.5283 -1.8888 -0.2657
C -0.4166 -0.7301 -0.6312
C -0.1626 0.3808 0.3942
O -0.9862 0.2837 1.5295
H -0.9038 1.3358 -3.8626
H -0.3794 2.4860 -5.1060
H 0.6849 1.1505 -4.6308
H 1.3135 5.2519 -1.5023
H 1.1981 3.8813 -0.3866
H 3.4613 4.6735 -0.3671
H 4.8654 4.7906 -2.4274
H 3.4841 5.8904 -2.5153
H 3.4627 4.3638 -3.4056
H 4.7322 2.7311 -0.8690
H 2.7679 2.0412 -2.7331
H 2.9575 2.4237 0.8920
H 2.1441 0.4335 -1.2741
H 1.5383 0.6553 1.7240
H 2.5820 -1.5262 0.4461
H 1.2462 -1.2688 2.9255
H 1.9897 -2.7417 2.3176
H -0.7840 -2.4531 3.8695
H -2.3002 -4.3905 3.4166
H -2.4358 -3.9118 1.7258
H -3.3038 -2.1560 4.0697
H -4.3913 -3.2695 3.2349
H -4.6316 -0.9430 2.4320
H -2.9304 -0.9315 1.9030
H -5.7728 -2.8809 -0.1008
H 0.3303 -3.9728 0.3059
H -1.2180 -3.1395 0.1199
H 1.0175 -2.2667 -1.1649
H -0.1908 -0.3513 -1.6275
H -1.4612 -1.0389 -0.6148
H -0.3676 1.3717 -0.0220
H -0.8272 -0.5882 1.9219
```

# 5
This record from the OMol25 dataset describes a molecular structure, C17H14N2O2PSSe2Sn in a non-equilibrium geometry. The level of theory is ωB97M-V/def2-TZVPD.

The calculation puts the energy above the lowest of the compared OMol25 structures with the same formula, charge and spin at 0.201 eV. The value obtained for the maximum force is 1.17 eV/A. The total energy is -181575.8787 eV. As for the charge: +1.

```
40
C17H14N2O2PSSe2Sn ωB97M-V/def2-TZVPD
Sn -2.4623 0.1906 -0.0146
Se -0.4263 1.1597 -1.3052
P 0.6251 0.4876 0.5618
Se -0.8011 -0.8239 1.6963
C 2.1124 -0.4364 0.1505
C 2.2462 -1.7942 0.4170
C 3.4353 -2.4296 0.0938
C 4.4691 -1.7166 -0.4954
C 4.3237 -0.3622 -0.7722
C 3.1463 0.2859 -0.4476
C 1.1007 1.8961 1.5797
C 0.8568 3.2085 1.1938
C 1.2525 4.2422 2.0298
C 1.8786 3.9611 3.2347
C 2.1146 2.6461 3.6190
C 1.7255 1.6075 2.7941
H 1.4346 -2.3522 0.8663
H 3.5508 -3.4851 0.2996
H 5.3966 -2.2177 -0.7372
H 5.1306 0.1869 -1.2380
H 3.0259 1.3447 -0.6487
H 0.3644 3.4254 0.2548
H 1.0639 5.2667 1.7391
H 2.1857 4.7734 3.8798
H 2.5981 2.4337 4.5628
H 1.8997 0.5768 3.0831
S -4.2694 1.5952 0.8536
C -5.1500 1.7101 -0.5785
N -5.7918 1.8156 -1.5299
O -2.8659 -0.0611 -3.1740
C -3.1130 -1.1264 -2.6596
C -3.4179 -2.4685 -3.2929
C -3.5714 -3.4432 -2.1105
C -3.3131 -2.6074 -0.8727
O -3.2630 -2.9358 0.2898
N -3.1390 -1.2990 -1.2874
H -2.5999 -2.7342 -3.9613
H -4.3183 -2.3795 -3.8990
H -2.8637 -4.2702 -2.1378
H -4.5710 -3.8705 -2.0370
```

# 6
This record from the OMol25 dataset describes C3H5NOS in the gas phase in a non-equilibrium geometry. The level of theory is ωB97M-V/def2-TZVPD.

The calculation puts the energy above the lowest of the compared OMol25 structures with the same formula, charge and spin at 2.244 eV. The SMILES is C=NSC(C)=O. The value obtained for the maximum force is 3.40 eV/A. The total energy is -17563.0235 eV. As for the charge: 0.

```
11
C3H5NOS ωB97M-V/def2-TZVPD
C 2.5239 0.4603 -0.0435
N 2.1109 -0.6943 0.1232
S 0.5181 -1.3101 -0.0716
C -0.6366 0.0557 -0.0481
C -2.1946 -0.3623 0.0721
O -0.1940 1.1739 -0.0109
H 3.6117 0.4209 0.2420
H 1.8584 1.4157 -0.3502
H -2.6786 0.1557 0.9407
H -2.7011 0.1200 -0.8643
H -2.2181 -1.4354 0.0106
```

# 7
This record from the OMol25 dataset describes a molecular structure, C12H32BrLiO4. The level of theory is ωB97M-V/def2-TZVPD.

The calculation puts the energy above the lowest of the compared OMol25 structures with the same formula, charge and spin at 0.000 eV. The value obtained for the maximum force is 0.81 eV/A. The total energy is -91402.9679 eV. As for the charge: 0.

```
50
C12H32BrLiO4 ωB97M-V/def2-TZVPD
Li 2.1067 -2.1892 -0.3992
Br 0.4148 -0.5570 -0.2156
C -2.5888 -3.4276 -3.8766
C -1.3342 -2.8842 -3.2291
C -0.1185 -2.9280 -4.1441
O -1.5900 -1.5573 -2.7880
H -3.0005 -2.7026 -4.5778
H -3.3458 -3.6536 -3.1225
H -2.3939 -4.3784 -4.3784
H -1.0991 -3.4991 -2.3440
H 0.6862 -2.3449 -3.6913
H -0.3527 -2.4897 -5.1175
H 0.2248 -3.9525 -4.3002
H -1.0979 -1.4091 -1.9674
C 5.7396 -1.2988 1.8902
C 4.2376 -1.1136 1.9026
C 3.7774 0.2332 1.4135
O 3.5932 -2.1546 1.1103
H 6.0292 -2.2008 2.4320
H 6.2482 -0.4546 2.3569
H 6.1211 -1.3410 0.8669
H 3.8701 -1.2541 2.9260
H 2.6894 0.3028 1.3617
H 4.1195 0.4536 0.3983
H 4.1205 1.0022 2.1031
H 3.8608 -2.9954 1.4979
C -3.6342 0.2653 1.2623
C -2.7482 0.4795 2.4882
C -3.5248 0.3152 3.7759
O -1.6712 -0.4552 2.5199
H -4.2457 1.1557 1.0916
H -4.2831 -0.6052 1.3617
H -3.0231 0.1172 0.3679
H -2.3596 1.5060 2.4501
H -4.3484 1.0291 3.8322
H -2.8782 0.4647 4.6422
H -3.9483 -0.6882 3.8560
H -1.1900 -0.3419 1.6862
C -1.3195 3.1170 -0.4383
C 0.0255 3.7082 -0.8420
C 0.2645 5.0428 -0.1619
O 1.0956 2.8410 -0.4946
H -1.4083 3.1373 0.6504
H -1.3840 2.0697 -0.7471
H -2.1474 3.6555 -0.8968
H 0.0474 3.8886 -1.9258
H 0.2869 4.9193 0.9219
H -0.5180 5.7529 -0.4376
H 1.2096 5.4890 -0.4779
H 0.7849 1.9308 -0.5922
```

# 8
This record from the OMol25 dataset describes a gas-phase ion, C4H6NO2 (charge +1) in a non-equilibrium geometry. The level of theory is ωB97M-V/def2-TZVPD.

The calculation puts the energy above the lowest of the compared OMol25 structures with the same formula, charge and spin at 6.954 eV. The value obtained for the maximum force is 5.58 eV/A. The total energy is -9815.6470 eV. As for the charge: +1.

```
13
C4H6NO2 ωB97M-V/def2-TZVPD
C 0.0233 0.5696 1.3662
C 0.4421 0.1210 0.2492
C -0.3770 -0.6589 -0.7557
C 1.8517 0.3627 -0.2363
N -2.3360 -0.1229 0.4818
O -3.4392 -0.2040 0.6826
O -1.8014 -0.4618 -0.7233
H -0.3193 1.3023 2.0679
H -0.1096 -0.4782 -1.7921
H -0.4062 -1.6620 -0.2357
H 1.7411 0.5987 -1.3825
H 2.5725 -0.5379 -0.0324
H 2.1580 1.1715 0.3103
```